Record 1
This record from the OMol25 dataset describes a cluster of 2 separate species, C6H12O in total. The level of theory is wB97M-V/def2-TZVPD.

The geometry in XYZ format:
```
19
Properties=species:S:1:pos:R:3:forces:R:3
C -1.08852 0.10011 0.90217 -0.069 -0.085 -0.230
H 1.90044 -0.30690 1.52864 0.003 -0.099 -0.104
C 2.23849 0.41753 -0.54109 -0.020 -0.059 -0.093
H -1.10264 -0.78246 1.54361 -0.002 0.109 -0.093
C 1.95530 -0.65757 0.47411 -0.030 -0.211 -0.100
C -0.75671 1.41628 1.55392 -0.039 0.073 0.013
H -2.65434 -1.25143 -1.61831 0.105 -0.019 0.064
C -1.36251 -0.05528 -0.39242 0.052 0.079 0.202
H -0.95332 -1.69988 -1.73618 -0.047 0.075 0.088
H 1.60869 1.29542 -0.36118 0.079 -0.157 -0.012
H -1.88097 -2.13354 -0.28929 0.057 0.047 -0.098
O 1.81677 -1.82744 0.20986 0.071 0.460 0.103
H 2.07632 0.03474 -1.55068 0.036 0.050 0.122
H -0.95454 1.39146 2.62683 -0.014 -0.021 -0.059
C -1.72830 -1.35580 -1.04204 -0.025 -0.053 0.049
H -1.32996 0.81895 -1.04619 -0.039 -0.054 0.103
H 3.28295 0.73756 -0.43816 -0.125 -0.048 0.021
H 0.29744 1.69088 1.43314 -0.073 -0.063 0.038
H -1.35538 2.22494 1.12880 0.080 -0.024 -0.016
```
Forces are in eV/Å.

Frontier orbital gap: 10.33 eV
DFT total energy: -8463.074 eV
ΔE to the lowest compared entry with this formula, charge and spin: 123.5 kJ/mol
2S+1: 1
Molecular weight: 100.2 g/mol
Structure (SMILES): C/C=C/C.CC=O
Highest occupied orbital energy: -9.26 eV

Charges computed using Löwdin, reported in e: -0.20, 0.12, -0.06, 0.11, -0.34, -0.11, 0.07, -0.19, 0.07, 0.06, 0.07, 0.03, 0.08, 0.07, -0.10, 0.11, 0.08, 0.05, 0.07


Record 2
This record from the OMol25 dataset describes a structure of composition C6H12O at a distorted geometry. The level of theory is wB97M-V/def2-TZVPD.

The geometry in XYZ format:
```
19
Properties=species:S:1:pos:R:3:forces:R:3
C 1.86565 0.62332 -0.26663 0.301 0.137 -0.128
H 2.35600 1.25744 -1.00428 0.080 -0.047 -0.027
C 1.12806 -0.57727 -0.86755 0.054 0.058 -0.062
C 0.76004 1.33430 0.49390 0.459 0.013 -0.014
H -1.77697 1.33364 0.84056 0.528 -1.812 -0.579
O 0.01726 0.27156 1.02542 1.742 -0.548 0.975
H 0.54999 -0.28066 -1.75305 0.072 0.012 0.152
H 2.60267 0.26752 0.46153 0.045 0.067 -0.186
H 0.17220 2.00350 -0.17065 -0.081 -0.404 0.154
C -2.04994 0.34790 0.33667 -0.905 -1.464 -0.897
H 1.80325 -1.38517 -1.16744 -0.148 0.085 0.109
C -1.23180 -1.32871 -0.10002 -0.604 1.682 0.519
H 1.09967 1.93792 1.34085 0.164 0.032 -0.199
H -1.62272 -2.20911 0.46168 -0.028 1.062 0.006
C 0.18089 -0.96280 0.26715 0.294 0.829 0.486
H -1.37096 -1.58982 -1.17454 0.017 0.614 0.628
H -2.83592 -0.04240 0.95710 -0.952 0.017 -0.366
H -2.30170 0.63338 -0.67093 -0.984 -0.055 -0.236
H 0.65432 -1.63453 0.99022 -0.056 -0.278 -0.336
```
Forces are in eV/Å.

Frontier orbital gap: 9.78 eV
DFT total energy: -8460.906 eV
ΔE to the lowest compared entry with this formula, charge and spin: 332.6 kJ/mol
2S+1: 1
Molecular weight: 100.2 g/mol
Highest occupied orbital energy: -8.66 eV

Charges computed using Löwdin, reported in e: -0.16, 0.11, -0.13, -0.23, 0.08, -0.23, 0.12, 0.12, 0.12, -0.01, 0.12, -0.04, 0.12, 0.09, -0.36, 0.09, 0.03, 0.03, 0.14


Record 3
This record from the OMol25 dataset describes the molecule C6H12O at a distorted geometry. The level of theory is wB97M-V/def2-TZVPD.

The geometry in XYZ format:
```
19
Properties=species:S:1:pos:R:3:forces:R:3
C -1.93192 -1.17999 -0.06552 -0.909 0.154 1.545
H 2.84901 1.52348 -1.86426 0.296 0.158 0.430
C 2.52140 0.61294 -1.35714 1.171 0.198 -0.597
H -1.93817 -1.88591 0.77957 0.382 -0.352 -0.531
H -1.08420 0.63045 -0.53314 0.673 0.215 0.443
C 1.67037 0.87239 -0.16126 -0.905 -0.770 -0.133
H 2.03083 0.09880 -2.19627 -0.451 -0.175 0.575
C 1.29379 -0.08407 0.70004 0.058 -0.089 -1.206
H -0.33212 -0.76249 2.05935 0.611 0.293 0.459
O -3.33067 -0.96447 -0.39489 1.126 0.308 0.045
H 1.10269 1.80104 -0.16865 -0.066 -0.010 -0.049
H 0.07807 1.01594 1.84044 -0.777 -0.089 0.657
H 3.40271 0.00214 -1.12257 -0.092 0.167 0.002
H 1.89992 -0.98959 0.71079 -0.392 -0.159 0.072
C -1.26508 0.11112 0.42313 -0.406 1.162 -1.443
C -0.05784 0.04155 1.37221 0.397 0.051 -0.397
H -3.48541 -0.13343 0.05757 -0.721 0.139 -0.074
H -1.43865 -1.52295 -0.95997 0.219 -0.548 -0.055
H -1.98472 0.81306 0.88055 -0.215 -0.652 0.256
```
Forces are in eV/Å.

Frontier orbital gap: 10.01 eV
DFT total energy: -8462.344 eV
ΔE to the lowest compared entry with this formula, charge and spin: 193.9 kJ/mol
2S+1: 1
Molecular weight: 100.2 g/mol
Structure (SMILES): C/C=C/CCCO
Highest occupied orbital energy: -9.04 eV

Charges computed using Löwdin, reported in e: -0.24, 0.06, -0.12, 0.11, 0.11, -0.18, 0.08, -0.12, 0.11, -0.08, 0.10, 0.11, 0.08, 0.10, -0.21, -0.19, 0.05, 0.11, 0.11


Record 4
This record from the OMol25 dataset describes the molecule C6H12O. The level of theory is wB97M-V/def2-TZVPD.

The geometry in XYZ format:
```
19
Properties=species:S:1:pos:R:3:forces:R:3
C 2.27892 0.16011 -0.36125 0.132 0.065 0.301
H 1.86404 -1.92169 0.20679 0.020 0.172 0.013
H -0.49320 -1.25708 -0.24829 0.011 0.114 0.002
C 1.01748 0.11928 0.46443 -0.078 0.117 0.068
H 2.68288 -0.94915 1.52771 -0.097 0.010 -0.173
C -1.48302 0.47780 0.57087 0.022 0.045 0.075
C 2.08097 -0.94092 0.62292 0.058 -0.147 0.110
H 3.02268 0.92781 -0.13308 -0.172 -0.178 -0.073
H -2.86515 0.64426 -1.10189 0.015 -0.070 0.151
H 0.97611 0.84881 1.27202 -0.014 -0.066 -0.138
H 1.82436 0.52449 -2.19679 0.069 -0.151 0.021
C -0.32616 -0.17502 -0.18796 0.045 0.007 -0.022
C -2.84100 0.24102 -0.08199 -0.056 -0.016 -0.034
H -3.64444 0.72270 0.48640 0.120 -0.087 -0.095
H -3.06651 -0.82997 -0.14147 0.023 0.141 -0.003
H -1.29829 1.55850 0.64686 -0.004 -0.152 -0.009
O 2.20819 -0.21305 -1.70499 -0.059 0.168 -0.199
H -0.32556 0.18352 -1.22782 -0.046 -0.031 0.152
H -1.49722 0.09625 1.60132 0.012 0.059 -0.147
```
Forces are in eV/Å.

Frontier orbital gap: 10.62 eV
DFT total energy: -8463.092 eV
ΔE to the lowest compared entry with this formula, charge and spin: 121.7 kJ/mol
2S+1: 1
Molecular weight: 100.2 g/mol
Structure (SMILES): CCC[C@H]1C[C@H]1O
Highest occupied orbital energy: -9.66 eV

Charges computed using Löwdin, reported in e: -0.35, 0.11, 0.12, -0.24, 0.10, -0.28, -0.06, 0.14, 0.07, 0.13, 0.10, -0.18, -0.12, 0.07, 0.07, 0.11, -0.02, 0.11, 0.11


Record 5
This record from the OMol25 dataset describes a cluster of 2 separate species, C6H12O in total. The level of theory is wB97M-V/def2-TZVPD.

The geometry in XYZ format:
```
19
Properties=species:S:1:pos:R:3:forces:R:3
H -1.88909 0.99037 -1.86234 0.141 0.016 0.115
C 0.68827 -1.00641 2.22589 -0.314 -0.115 -0.048
C -1.12132 1.02502 -1.07805 -0.106 0.164 -0.045
H 1.68606 -2.01818 -0.39369 0.023 0.166 -0.028
H 1.54236 -1.70058 2.36408 -0.161 0.048 -0.023
H -2.53049 0.25798 0.40182 0.177 0.119 -0.052
C -1.83119 1.09375 0.27516 -0.002 -0.029 0.107
H -0.08826 -0.34791 -2.35247 0.008 -0.015 0.125
C -0.17732 -0.16846 -1.27201 -0.091 -0.015 -0.052
H -0.56169 1.95676 -1.24876 -0.069 -0.166 0.014
H -1.13524 1.04810 1.12038 -0.049 0.037 -0.172
H 1.61853 1.03435 -0.75604 -0.091 -0.159 0.033
C 2.03107 -0.98468 -0.39647 -0.054 0.092 0.006
H 0.94259 0.06983 2.28680 -0.110 -0.098 0.014
H -2.40588 2.02402 0.35799 0.099 -0.157 -0.002
C 1.22445 0.01451 -0.74982 0.137 -0.142 -0.072
O -0.43544 -1.39685 2.03116 0.516 0.125 0.152
H -0.62370 -1.07519 -0.84293 0.099 0.095 -0.045
H 3.06631 -0.81645 -0.11071 -0.153 0.033 -0.025
```
Forces are in eV/Å.

Frontier orbital gap: 10.69 eV
DFT total energy: -8462.527 eV
ΔE to the lowest compared entry with this formula, charge and spin: 176.2 kJ/mol
2S+1: 1
Molecular weight: 100.2 g/mol
Structure (SMILES): C=CCCC.C=O
Highest occupied orbital energy: -9.71 eV

Charges computed using Löwdin, reported in e: 0.10, -0.18, -0.27, 0.07, 0.08, 0.08, -0.11, 0.11, -0.22, 0.10, 0.06, 0.11, -0.04, 0.08, 0.07, -0.19, -0.02, 0.11, 0.06


Record 6
This record from the OMol25 dataset describes the molecule C6H12O at a distorted geometry. The level of theory is wB97M-V/def2-TZVPD.

The geometry in XYZ format:
```
19
Properties=species:S:1:pos:R:3:forces:R:3
O -0.54828 -2.07865 0.65954 0.295 -1.635 -0.029
H -1.06219 0.73845 -2.18352 0.104 -0.184 -0.076
H -0.36868 0.71263 2.35655 0.030 -0.123 0.085
C -0.60528 -0.04617 -1.56694 -0.155 0.314 0.243
C -1.33944 -0.05565 -0.19969 0.081 0.099 -0.427
H 1.30479 -0.60437 -0.78302 -0.071 0.416 -0.215
H -0.06122 -2.51870 1.37055 -0.129 0.161 -0.185
H 0.29205 -0.90126 2.78108 -0.013 0.244 -0.115
H 1.34903 2.40697 -1.02622 -0.338 0.098 -0.035
H -1.46799 0.98667 0.11662 -0.241 -0.198 -0.069
H 1.42416 1.49739 0.51418 -0.187 -0.084 0.084
H 1.16768 0.22785 1.67265 -0.304 -0.560 0.559
C 0.88611 0.27858 -1.30774 -0.244 -0.909 -0.332
H -0.72542 -1.00881 -2.08257 0.147 0.223 0.126
C 0.16729 -0.16325 1.97329 0.355 0.334 -0.142
H 1.38131 0.34430 -2.29076 0.013 0.148 0.333
H -2.30363 -0.57286 -0.33010 0.023 0.312 0.105
C 1.06055 1.50398 -0.49730 1.004 0.666 -0.669
C -0.55081 -0.74710 0.82341 -0.370 0.679 0.760
```
Forces are in eV/Å.

Frontier orbital gap (alpha / beta): 8.96 / 6.43 eV
DFT total energy: -8460.347 eV
ΔE to the lowest compared entry with this formula, charge and spin: 386.6 kJ/mol
2S+1: 1
Molecular weight: 100.2 g/mol
Highest occupied orbital energy (alpha / beta): -8.12 / -6.06 eV

Charges computed using Löwdin, reported in e: 0.04, 0.10, 0.09, -0.19, -0.18, 0.11, 0.11, 0.08, 0.05, 0.11, 0.02, 0.06, -0.28, 0.11, -0.06, 0.11, 0.12, 0.02, -0.43